# 1
{
  "formula": "C3H6FNO",
  "method": "wB97M-V/def2-TZVPD",
  "elements": ["C", "C", "C", "N", "O", "F", "H", "H", "H", "H", "H", "H"],
  "xyz": [[-1.71711, -0.32412, -0.66251], [-0.69102, -0.49216, 0.39068], [0.45859, 0.35490, 0.53739], [1.08077, 1.06431, -0.50754], [-0.78632, -1.35326, -0.76208], [0.51295, 0.97159, 1.74392], [-2.70779, -0.59576, -0.25621], [-1.67902, 0.35762, -1.48830], [-0.94885, -0.86949, 1.31239], [2.92599, -1.12294, 0.93946], [1.87762, 1.66119, -0.21255], [1.67420, 0.34815, -1.03464]],
  "forces_ev_per_a": [[-1.344, -0.120, 0.907], [0.537, 1.175, -2.610], [1.855, 0.628, 0.122], [2.154, -1.323, -0.890], [0.659, -0.812, 0.730], [-0.138, 0.080, -0.219], [0.224, -0.034, -0.798], [0.058, 0.695, 0.069], [-0.975, -1.171, 1.806], [-0.194, 0.031, 0.010], [-1.226, -0.136, 0.511], [-1.610, 0.986, 0.362]],
  "de_lowest_ev": 6.471,
  "orbital_gap_ev": [11.40, 6.44],
  "total_charge": 0,
  "fmax_ev_per_a": 2.91
}

# 2
{
  "formula": "C23H31CrF6O3",
  "method": "wB97M-V/def2-TZVPD",
  "elements": ["O", "C", "C", "H", "H", "C", "H", "H", "C", "H", "H", "H", "C", "H", "H", "H", "Cr", "C", "C", "C", "H", "C", "C", "H", "H", "H", "H", "C", "C", "C", "H", "C", "C", "H", "H", "H", "H", "O", "C", "C", "H", "H", "C", "H", "H", "C", "H", "H", "H", "H", "C", "C", "O", "C", "F", "F", "F", "C", "F", "F", "F", "H", "H", "H"],
  "xyz": [[-0.68917, -1.17243, -3.94404], [-1.24633, -2.53264, -3.79977], [-1.45207, -2.74172, -5.30084], [-2.16495, -2.49695, -3.19888], [-0.49641, -3.20442, -3.35900], [-0.99360, -1.26901, -5.38979], [-2.48485, -2.93699, -5.59388], [-0.74441, -3.43105, -5.76409], [-2.12745, -0.38094, -5.87255], [-3.05137, -0.60877, -5.32482], [-2.32028, -0.57771, -6.93810], [-1.85887, 0.67726, -5.77423], [0.28610, -1.04368, -6.17016], [1.07911, -1.69454, -5.78331], [0.59271, 0.00409, -6.05667], [0.14005, -1.25281, -7.23746], [1.50187, 1.59210, 1.45562], [3.66998, 1.61544, 1.98257], [3.07271, 0.60194, 2.81301], [2.42906, -0.35741, 1.95456], [3.14849, 0.53730, 3.89815], [2.70031, 0.01530, 0.58538], [3.42528, 1.26882, 0.60108], [3.83358, 1.75036, -0.28383], [4.33413, 2.41007, 2.32723], [1.92190, -1.26566, 2.26073], [2.54617, -0.60543, -0.29580], [0.77558, 3.76738, 2.28475], [1.60188, 3.76039, 1.10273], [0.86627, 3.06777, 0.04627], [2.54629, 4.30217, 0.97664], [-0.35751, 2.54640, 0.64152], [-0.41448, 3.02418, 2.00169], [-1.27192, 2.92039, 2.66467], [0.96892, 4.33016, 3.20365], [1.13019, 3.00472, -1.01474], [-1.14064, 1.97743, 0.13934], [-2.10284, -0.65511, -1.19113], [-0.73080, -0.40734, -1.53530], [0.16370, -1.57852, -1.11031], [-0.37108, 0.56724, -1.13220], [-0.70372, -0.24580, -2.62349], [-0.80900, -2.58875, -0.47513], [0.83370, -1.20865, -0.32258], [0.76217, -1.94961, -1.94827], [-2.07233, -1.77365, -0.24143], [-0.38943, -2.99215, 0.45427], [-1.00546, -3.42768, -1.16367], [-2.05908, -1.34666, 0.78231], [-2.99003, -2.38744, -0.36036], [0.13215, 1.47362, 5.34249], [-0.37837, 0.43179, 4.34109], [0.05431, 0.56359, 3.09672], [0.02110, -1.01751, 4.90409], [-0.39881, -1.23805, 6.18398], [-0.44986, -2.03080, 4.13841], [1.38164, -1.13868, 4.92146], [-1.97470, 0.49797, 4.35037], [-2.53309, 0.24957, 5.56999], [-2.36680, 1.76365, 4.00519], [-2.54234, -0.33972, 3.45449], [1.22128, 1.39107, 5.44211], [-0.34837, 1.31134, 6.31452], [-0.10018, 2.47480, 4.96474]],
  "forces_ev_per_a": [[-1.045, -1.895, -3.047], [0.326, -0.061, 0.586], [0.363, 0.565, 0.559], [0.310, -0.085, -0.075], [-0.326, 0.212, 0.080], [0.162, -0.105, -0.875], [0.231, -0.001, -0.122], [-0.229, -0.059, 0.071], [0.070, 0.239, 0.182], [0.229, 0.261, -0.027], [0.131, -0.027, 0.279], [-0.210, -0.120, 0.095], [0.005, 0.128, 0.004], [-0.121, 0.156, -0.099], [0.065, -0.204, -0.054], [0.008, 0.045, 0.194], [-0.864, 1.023, 2.118], [0.002, -1.242, -0.233], [0.058, -0.049, -1.310], [1.341, 0.138, -0.664], [-0.389, 0.194, -0.420], [0.880, 0.221, 0.922], [0.336, -1.218, 0.605], [-0.256, 0.074, 0.338], [-0.646, -0.059, -0.117], [-0.046, 0.397, 0.044], [-0.193, 0.505, 0.346], [-0.571, -0.687, -1.032], [-1.152, 0.045, -0.749], [-0.454, 0.294, 0.858], [-0.493, -0.416, 0.070], [0.706, 1.151, 0.452], [0.562, 0.530, -0.909], [0.617, -0.274, -0.232], [0.121, -0.583, -0.343], [0.058, -0.101, 0.625], [0.342, 0.220, 0.211], [0.808, -1.554, 0.793], [0.243, 1.700, -0.697], [-0.214, 0.592, 0.758], [-0.258, -0.642, 0.481], [-0.063, 0.096, 1.441], [0.266, -0.307, -0.657], [-0.273, -0.390, -0.390], [-0.134, -0.090, 0.185], [-0.740, 0.676, 0.499], [-0.291, 0.024, -0.177], [0.060, 0.264, 0.325], [-0.089, -0.210, -0.398], [0.438, 0.556, -0.018], [-0.062, -0.039, 0.198], [-0.624, -0.950, 0.232], [0.521, 0.197, -0.832], [-0.198, 0.422, 0.077], [0.307, -0.051, -0.735], [0.295, 0.537, 0.453], [-0.567, 0.007, -0.042], [0.267, 0.037, 0.091], [0.173, 0.100, -0.765], [-0.017, -0.633, 0.232], [0.274, 0.468, 0.594], [-0.258, -0.059, -0.010], [0.243, 0.253, -0.076], [-0.031, -0.217, 0.105]],
  "de_lowest_ev": 0.262,
  "spin_multiplicity": 4,
  "orbital_gap_ev": [7.67, 8.05],
  "total_charge": 0,
  "fmax_ev_per_a": 3.74,
  "s2": 3.843
}